A structure of composition C30H38B3F8NO30S in a non-equilibrium geometry, computed with wB97M-V/def2-TZVPD.

Calculated values
* total energy: -129252.8271 eV
* net charge: 0

CARTESIAN COORDINATES (ANGSTROEM)
C1 0.258 0.904 7.471
C2 0.384 2.025 6.409
B1 0.373 1.487 4.941
O1 -0.764 0.986 4.310
B2 -0.412 -0.180 3.625
C3 -1.118 -1.556 3.819
C4 -0.568 -2.132 5.162
C5 -1.351 -3.340 5.622
N1 -2.700 -3.087 6.094
O2 -0.887 -4.470 5.630
O3 0.705 -0.070 2.765
B3 1.722 0.332 3.573
S1 3.245 -0.737 3.902
C6 4.670 0.059 3.199
O4 3.384 -0.779 5.343
O5 3.094 -2.084 3.380
O6 1.589 1.529 4.213
H1 0.696 -0.043 7.174
H2 -0.775 0.798 7.779
H3 0.786 1.219 8.365
H4 1.309 2.565 6.573
H5 -0.463 2.699 6.524
H6 -0.775 -2.171 2.994
H7 -2.188 -1.466 3.821
H8 0.486 -2.352 5.014
H9 -0.677 -1.338 5.898
H10 -2.648 -2.550 6.953
H11 -3.136 -2.465 5.418
H12 5.430 -0.661 2.927
H13 5.017 0.790 3.918
H14 4.362 0.596 2.302
C7 3.059 -2.781 -0.002
C8 1.705 -2.249 -0.377
O7 1.435 -2.944 -1.588
C9 2.098 -4.133 -1.519
O8 1.887 -5.053 -2.237
O9 3.019 -4.120 -0.529
F1 1.754 -0.918 -0.623
H15 3.869 -2.227 -0.483
H16 3.223 -2.787 1.074
H17 0.913 -2.454 0.345
C10 -5.092 1.853 1.671
C11 -4.519 1.672 0.285
O10 -3.382 0.859 0.534
C12 -3.652 0.124 1.644
O11 -3.035 -0.832 1.984
O12 -4.717 0.624 2.308
F2 -4.121 2.845 -0.253
H18 -4.629 2.691 2.194
H19 -6.171 1.982 1.674
H20 -5.182 1.162 -0.415
C13 6.529 -5.234 1.319
C14 6.594 -4.304 0.135
O13 7.955 -4.372 -0.243
C15 8.405 -5.612 0.122
O14 9.405 -6.103 -0.267
O15 7.536 -6.198 0.985
F3 6.304 -3.024 0.488
H21 6.799 -4.730 2.249
H22 5.557 -5.705 1.439
H23 5.967 -4.600 -0.706
C16 7.736 -2.825 -4.436
C17 6.618 -3.786 -4.106
O16 6.130 -3.268 -2.879
C18 6.375 -1.923 -2.887
O17 5.869 -1.151 -2.147
O18 7.258 -1.604 -3.857
F4 7.075 -5.044 -3.906
H24 8.673 -3.115 -3.958
H25 7.899 -2.711 -5.504
H26 5.808 -3.810 -4.837
C19 -5.997 6.079 -3.883
C20 -4.875 5.261 -3.290
O19 -5.549 4.498 -2.301
C21 -6.830 4.338 -2.728
O20 -7.593 3.548 -2.280
O21 -7.117 5.197 -3.731
F5 -3.944 6.040 -2.692
H27 -6.176 6.996 -3.321
H28 -5.838 6.329 -4.928
H29 -4.382 4.587 -3.993
C22 2.641 0.972 -2.989
C23 2.572 2.018 -1.907
O22 3.535 2.967 -2.332
C24 3.594 2.890 -3.696
O23 4.094 3.706 -4.391
O24 2.994 1.761 -4.136
F6 2.944 1.517 -0.701
H30 3.426 0.237 -2.797
H31 1.695 0.454 -3.140
H32 1.600 2.505 -1.811
C25 -10.870 5.778 -2.063
C26 -10.900 6.788 -0.939
O25 -9.868 7.685 -1.311
C27 -9.783 7.653 -2.673
O26 -9.210 8.454 -3.329
O27 -10.442 6.580 -3.169
F7 -10.592 6.226 0.255
H33 -10.139 4.988 -1.881
H34 -11.840 5.330 -2.260
H35 -11.839 7.336 -0.844
C28 0.403 -3.324 -5.233
C29 -1.094 -3.238 -5.049
O28 -1.219 -2.199 -4.092
C30 -0.152 -1.374 -4.257
O29 -0.075 -0.280 -3.806
O30 0.805 -1.964 -5.004
F8 -1.608 -4.379 -4.537
H36 0.865 -3.974 -4.488
H37 0.693 -3.653 -6.227
H38 -1.649 -2.969 -5.950

The ion C8H16N3 with charge +1 in a non-equilibrium geometry, computed with wB97M-V/def2-TZVPD.

Calculated values
* net charge: +1
* ΔE to the lowest compared entry with this formula, charge and spin: 142.2 kcal/mol

CARTESIAN COORDINATES (ANGSTROEM)
C1 -2.104 0.166 -1.202
C2 -1.949 0.383 0.045
C3 -1.931 0.853 1.402
C4 -0.654 -2.377 0.561
C5 0.887 1.888 -1.166
C6 2.540 0.226 -0.113
C7 0.489 -1.425 0.792
C8 1.138 0.865 0.059
N1 -1.017 -0.386 -1.978
N2 0.032 -0.559 -1.409
N3 0.221 -0.267 -0.087
H1 -3.057 0.381 -1.851
H2 -2.021 1.892 1.343
H3 -1.101 0.494 1.971
H4 -2.911 0.543 1.922
H5 -0.862 -2.949 1.397
H6 -1.456 -1.839 0.266
H7 -0.520 -3.000 -0.234
H8 1.529 2.714 -1.138
H9 1.144 1.312 -2.068
H10 -0.182 2.221 -1.181
H11 3.096 -0.299 0.651
H12 3.224 0.976 -0.385
H13 2.402 -0.471 -0.892
H14 1.491 -1.858 0.575
H15 0.510 -0.984 1.729
H16 1.062 1.501 0.991